# 1
Here is a 8-piece molecular cluster, C15H23Cl6N5O3 overall at a distorted geometry from OMol25. Energies are from ωB97M-V with the def2-TZVPD basis set.

Each line ends with the Löwdin spin population.
Element x y z (Å)
C 4.30 -0.75 2.33  0.00
C 4.08 0.60 2.83  0.01
N 4.02 1.70 3.27  0.02
H 5.22 -1.10 2.79  0.00
H 4.67 -0.77 1.30  0.00
H 3.34 -1.24 2.49  0.00
C -1.48 -4.04 -1.61  0.00
C -2.40 -3.30 -2.43  0.00
N -3.09 -2.77 -3.16  0.00
H -1.86 -4.56 -0.72  0.00
H -0.84 -3.30 -1.13  0.00
H -0.82 -4.73 -2.14  0.00
C -2.65 5.21 -1.16  0.00
C -1.76 4.54 -2.07  0.01
N -1.11 3.89 -2.82  0.03
H -2.15 5.95 -0.53  0.00
H -2.86 4.42 -0.44  0.00
H -3.48 5.54 -1.78  0.00
C -1.22 0.63 3.32  0.00
C -2.03 0.02 4.38  0.00
N -2.61 -0.41 5.25  0.00
H -0.31 0.04 3.28  0.00
H -0.97 1.66 3.60  0.00
H -1.69 0.74 2.35  0.00
C -3.87 1.20 -3.04  0.00
C -4.62 2.14 -2.29  0.00
N -5.21 2.87 -1.63  0.00
H -4.32 0.99 -4.01  0.00
H -3.78 0.26 -2.49  0.00
H -2.90 1.51 -3.44  0.00
C 1.93 -2.04 -0.23  0.00
O 1.43 -1.04 0.59  0.00
C 0.59 -0.02 0.22  0.00
O 0.38 0.93 0.96  0.00
O -0.01 -0.29 -0.93  0.00
C -0.89 0.66 -1.51  0.00
H 1.41 -2.29 -1.15  0.00
H 1.94 -3.00 0.28  0.00
H 2.91 -1.78 -0.64  0.00
H -0.24 1.42 -1.96  0.00
H -1.68 1.03 -0.86  0.00
H -1.41 0.15 -2.32  0.00
C 2.58 2.44 -1.67  -0.03
Cl 4.00 1.90 -0.81  0.19
Cl 2.59 1.86 -3.31  0.34
Cl 2.37 4.18 -1.74  0.42
H 1.70 2.09 -1.12  0.00
C 2.66 -4.60 3.27  0.00
Cl 1.94 -5.95 4.13  0.00
Cl 1.35 -3.45 2.94  0.00
Cl 3.34 -4.99 1.72  0.00
H 3.49 -4.16 3.83  0.00

Charge = +1
Expectation value of S² = 0.75
LUMO level (spin up / spin down) = -0.15425 / -0.40781 Ha
2S+1 = 2

# 2
Here is one molecule with the formula C15H23ClN4O4S from OMol25. Energies are from ωB97M-V with the def2-TZVPD basis set.

Each line ends with the natural charge from an NBO analysis.
Element x y z (Å)
C 0.51 2.36 3.08  -0.27
O -0.49 1.47 3.53  -0.57
C -1.68 1.44 2.74  0.16
C -1.32 1.16 1.28  0.67
O -1.61 1.92 0.38  -0.61
N -0.64 0.01 1.09  -0.63
C -0.10 -0.43 -0.17  -0.23
C 1.36 0.00 -0.38  -0.07
C 2.01 -0.80 -1.51  -0.07
O 1.07 -0.95 -2.57  -0.73
N 2.08 -0.17 0.86  -0.64
C 3.38 0.10 1.09  0.69
O 4.16 0.45 0.22  -0.63
C 3.84 -0.06 2.54  -0.53
C 2.74 -0.29 3.52  0.14
C 1.94 -1.43 3.71  -0.38
C 1.02 -1.06 4.67  0.11
Cl -0.28 -1.92 5.36  0.05
N 1.30 0.22 5.01  -0.17
C 0.58 1.08 5.92  -0.44
N 2.34 0.70 4.31  -0.27
C -2.53 0.31 3.36  -0.43
C -3.70 0.91 4.16  -0.53
S -3.29 2.64 4.50  0.20
C -2.46 2.75 2.89  -0.55
H 1.30 2.36 3.82  0.23
H 0.94 2.03 2.13  0.18
H 0.15 3.38 2.96  0.17
H -0.47 -0.55 1.91  0.40
H -0.18 -1.52 -0.23  0.21
H -0.70 -0.03 -0.99  0.25
H 1.37 1.06 -0.66  0.21
H 2.91 -0.29 -1.85  0.20
H 2.31 -1.79 -1.13  0.16
H 1.53 -1.31 -3.32  0.48
H 1.52 -0.38 1.68  0.41
H 4.57 -0.88 2.55  0.25
H 4.38 0.85 2.79  0.26
H 2.02 -2.38 3.21  0.24
H 0.31 0.52 6.82  0.22
H 1.21 1.91 6.20  0.23
H -0.33 1.46 5.45  0.26
H -2.92 -0.36 2.60  0.22
H -1.90 -0.28 4.03  0.23
H -4.63 0.89 3.58  0.21
H -3.88 0.39 5.10  0.23
H -1.83 3.63 2.87  0.24
H -3.21 2.86 2.11  0.24

Charge = 0
Structure (SMILES) = CO[C@@]1(C(=O)NC[C@H](CO)NC(=O)Cc2cc(Cl)n(C)n2)CCSC1
Energy relative to the best compared isomer or geometry (same formula, charge and spin) = 1.0932 eV
LUMO level = 0.01537 Ha

# 3
Here is C15H23CrF5N5O4 as an isolated structure from OMol25. Energies are from ωB97M-V with the def2-TZVPD basis set.

Each line ends with the Löwdin spin population.
Element x y z (Å)
Cr -0.19 -0.35 0.14  0.96
C 0.50 2.45 -3.51  0.00
N 1.06 1.10 -3.38  0.00
C 1.59 0.50 -4.60  0.00
C 1.01 0.48 -2.23  0.00
O 0.49 0.99 -1.19  0.00
C 1.57 -0.93 -2.07  0.00
O 1.56 -1.21 -0.67  0.00
C 2.76 -0.92 0.05  0.00
C 2.39 -0.05 1.23  0.00
O 1.16 0.26 1.36  0.01
N 3.29 0.35 2.08  0.00
C 2.94 1.22 3.21  0.00
C 4.71 0.03 1.95  0.00
H 1.10 2.99 -4.25  0.00
H 0.54 2.97 -2.56  0.00
H -0.53 2.39 -3.87  0.00
H 2.52 0.98 -4.89  0.00
H 0.85 0.64 -5.40  0.00
H 1.74 -0.57 -4.48  0.00
H 2.57 -1.05 -2.48  0.00
H 0.88 -1.64 -2.53  0.00
H 3.48 -0.40 -0.59  0.00
H 3.20 -1.86 0.38  0.00
H 1.90 1.49 3.17  0.00
H 3.56 2.11 3.18  0.00
H 3.14 0.68 4.14  0.00
H 4.87 -0.85 1.33  0.00
H 5.11 -0.18 2.94  0.00
H 5.25 0.88 1.53  0.00
F -1.62 -0.37 -1.51  0.00
C -1.52 -1.81 -1.83  0.00
F -0.80 -2.14 -0.54  0.01
C -2.94 -2.28 -1.47  0.00
F -3.79 -1.82 -2.38  0.00
F -2.98 -3.60 -1.43  0.00
F -3.37 -1.82 -0.26  0.00
C -2.99 -1.93 3.55  0.00
N -2.94 -0.74 2.69  0.00
C -3.97 0.16 2.59  0.00
C -3.95 1.19 1.73  0.00
C -2.82 1.34 0.87  0.00
N -1.80 0.49 1.03  0.00
C -1.87 -0.55 1.89  0.00
O -0.89 -1.33 1.82  -0.01
N -2.74 2.28 -0.06  0.00
H -3.98 -1.99 4.00  0.00
H -2.23 -1.84 4.34  0.00
H -2.79 -2.81 2.95  0.00
H -4.81 -0.03 3.25  0.00
H -4.79 1.87 1.67  0.00
H -3.50 2.92 -0.22  0.00
H -1.94 2.31 -0.67  0.00

Charge = +2
Expectation value of S² = 0.76
Energy relative to the best compared isomer or geometry (same formula, charge and spin) = 2.1131 eV
LUMO level (spin up / spin down) = -0.25783 / -0.24689 Ha
2S+1 = 2

no.,energy (eV)
1,-104641.272
2,-53436.398
3,-73563.644